# 1
Density functional theory data (ωB97M-V with the def2-TZVPD basis set) for 2 unconnected molecules or ions with the total composition C3H7BrS3 at a distorted geometry.

Values from the calculation:
Electronic energy   -3886.92876 Eh
Energy relative to the best compared isomer or geometry (same formula, charge and spin)   274.34 kJ/mol
HOMO (alpha / beta)   -7.83 / -7.37 eV
Max |F|   4.14 eV Å⁻¹
Orbital gap (alpha / beta)   7.62 / 7.70 eV

CARTESIAN COORDINATES (ANGSTROEM)
C  1.164  -0.911  1.423
C  0.909  -0.253  0.102
C  -1.521  1.163  0.338
S  -2.287  0.394  -1.084
S  -1.191  2.910  0.574
S  -2.305  0.401  1.784
Br  2.013  1.144  -0.620
H  2.354  -1.132  1.298
H  0.565  -1.869  1.359
H  0.904  -0.349  2.277
H  0.589  -0.835  -0.698
H  -3.166  -0.460  -0.497
H  -1.031  3.282  -0.749
H  -1.989  1.287  2.734

Mulliken population analysis, charges in e, atoms 1 to 2: -0.68, -0.36

# 2
Density functional theory data (ωB97M-V with the def2-TZVPD basis set) for a single C3H7Cl3NP molecule at a distorted geometry.

Values from the calculation:
Electronic energy   -1895.17693 Eh
Energy relative to the best compared isomer or geometry (same formula, charge and spin)   0.00 kJ/mol
HOMO   -9.23 eV
Max |F|   5.29 eV Å⁻¹
Orbital gap   9.91 eV
SMILES   CN(C)P(Cl)C(Cl)Cl

CARTESIAN COORDINATES (ANGSTROEM)
C  1.555  0.250  1.377
C  0.982  -0.041  -1.045
C  -1.995  0.232  -0.334
N  0.573  -0.403  0.302
P  -0.913  -0.850  0.839
Cl  -1.653  1.944  -0.199
Cl  -3.663  -0.258  -0.138
Cl  -1.402  -2.363  -0.441
H  1.030  0.367  2.383
H  2.469  -0.229  1.357
H  1.621  1.365  1.200
H  0.459  -0.649  -1.678
H  0.577  0.919  -1.211
H  2.031  -0.128  -1.168
H  -1.672  -0.156  -1.243

Mulliken population analysis, charges in e, atoms 1 to 2: -0.91, -1.01

# 3
Density functional theory data (ωB97M-V with the def2-TZVPD basis set) for a molecular structure, C3H7ClMnNP.

Values from the calculation:
Electronic energy   -2125.09050 Eh
Energy relative to the best compared isomer or geometry (same formula, charge and spin)   0.00 kJ/mol
Multiplicity   6
HOMO (alpha / beta)   -16.03 / -16.01 eV
Max |F|   0.85 eV Å⁻¹
Orbital gap (alpha / beta)   4.61 / 4.31 eV
Charge   +2

CARTESIAN COORDINATES (ANGSTROEM)
C  -1.801  -1.234  1.113
P  -0.155  -1.198  0.352
Cl  1.106  -1.323  1.932
C  -0.020  0.740  0.059
C  1.241  0.978  -0.575
N  1.553  0.572  -1.795
H  -2.500  -1.569  0.344
H  -2.134  -0.295  1.549
H  -1.775  -1.998  1.893
H  -0.050  1.237  1.026
H  -0.876  1.004  -0.565
H  2.040  1.443  0.000
H  0.789  0.041  -2.225
Mn  2.582  1.601  -3.109

Mulliken population analysis, charges in e, atoms 1 to 2: -0.93, 0.39

# 4
Density functional theory data (ωB97M-V with the def2-TZVPD basis set) for a single C3H7ClN2O3 molecule at a distorted geometry.

Values from the calculation:
Electronic energy   -913.76172 Eh
Energy relative to the best compared isomer or geometry (same formula, charge and spin)   0.00 kJ/mol
HOMO   -10.16 eV
Max |F|   2.65 eV Å⁻¹
Orbital gap   10.76 eV
SMILES   CO[C@@H](Cl)N(C)[N+](=O)[O-]

CARTESIAN COORDINATES (ANGSTROEM)
C  -0.025  1.504  1.100
C  -1.494  -1.326  -1.229
C  0.199  -0.965  0.434
N  0.797  0.447  0.548
N  1.708  0.954  -0.411
O  1.950  2.150  -0.326
O  2.239  0.171  -1.116
O  -0.141  -1.337  -0.814
Cl  1.417  -2.050  1.100
H  0.016  2.442  0.478
H  -1.088  1.018  1.008
H  0.355  1.765  2.097
H  -1.294  -1.596  -2.234
H  -1.880  -0.318  -1.128
H  -2.064  -1.957  -0.642
H  -0.694  -0.901  1.134

Mulliken population analysis, charges in e, atoms 1 to 2: -0.80, -0.71

# 5
Density functional theory data (ωB97M-V with the def2-TZVPD basis set) for a single C3H7ClO molecule at a distorted geometry.

Values from the calculation:
Electronic energy   -653.91242 Eh
Energy relative to the best compared isomer or geometry (same formula, charge and spin)   16.21 kJ/mol
HOMO   -10.32 eV
Max |F|   2.43 eV Å⁻¹
Orbital gap   11.21 eV
SMILES   C[C@@H](Cl)CO

CARTESIAN COORDINATES (ANGSTROEM)
C  1.496  -0.634  0.725
C  0.049  -0.372  0.724
C  -0.858  -1.094  -0.364
H  1.835  -0.377  -0.326
H  1.638  -1.720  0.949
H  1.941  -0.049  1.491
H  -0.408  -0.440  1.735
H  -1.865  -0.781  -0.127
H  -0.885  -2.204  -0.340
H  0.116  0.063  -1.410
O  -0.516  -0.642  -1.665
Cl  -0.139  1.367  0.285

Mulliken population analysis, charges in e, atoms 1 to 2: -0.88, -0.39

# 6
Density functional theory data (ωB97M-V with the def2-TZVPD basis set) for 2 unconnected molecules or ions with the total composition C3H7ClO2 at a distorted geometry.

Values from the calculation:
Electronic energy   -729.02829 Eh
Energy relative to the best compared isomer or geometry (same formula, charge and spin)   427.89 kJ/mol
HOMO   -10.13 eV
Max |F|   6.04 eV Å⁻¹
Orbital gap   8.82 eV

CARTESIAN COORDINATES (ANGSTROEM)
C  0.267  -1.238  0.162
C  -0.292  0.033  -0.411
C  0.329  1.302  0.275
H  2.047  -0.643  0.298
H  -0.310  -2.140  -0.262
H  0.128  -1.184  1.235
H  -0.146  0.090  -1.445
H  -0.197  2.159  -0.292
H  0.045  1.497  1.350
H  2.071  2.515  -0.693
O  1.686  -1.584  -0.061
O  1.715  1.224  -0.006
Cl  -1.922  0.000  0.011

Mulliken population analysis, charges in e, atoms 1 to 2: -0.77, 0.24

# 7
Density functional theory data (ωB97M-V with the def2-TZVPD basis set) for 2 unconnected molecules or ions with the total composition C3H7ClO2PS at a distorted geometry.

Values from the calculation:
Electronic energy   -1468.43216 Eh
Energy relative to the best compared isomer or geometry (same formula, charge and spin)   117.29 kJ/mol
HOMO   -14.71 eV
Max |F|   4.38 eV Å⁻¹
Orbital gap   10.07 eV
Charge   +1

CARTESIAN COORDINATES (ANGSTROEM)
C  -0.308  -2.116  -0.584
C  -0.929  -0.834  -1.118
C  0.715  -1.775  0.447
O  -1.388  -0.065  -0.020
O  0.704  -0.869  1.249
P  -0.501  0.753  1.091
S  0.847  1.843  0.012
Cl  1.291  4.927  1.319
H  -1.247  -2.567  0.074
H  0.096  -3.001  -1.262
H  -0.142  -0.396  -1.732
H  -1.860  -0.997  -1.677
H  0.122  4.955  0.725
H  1.587  -2.586  0.380
H  1.014  2.727  1.096

Mulliken population analysis, charges in e, atoms 1 to 2: -0.41, -0.44

# 8
Density functional theory data (ωB97M-V with the def2-TZVPD basis set) for 2 unconnected molecules or ions with the total composition C3H7F2N2O2 at a distorted geometry.

Values from the calculation:
Electronic energy   -578.13921 Eh
Energy relative to the best compared isomer or geometry (same formula, charge and spin)   29.94 kJ/mol
HOMO   -3.45 eV
Max |F|   3.22 eV Å⁻¹
Orbital gap   6.69 eV
Charge   -1

CARTESIAN COORDINATES (ANGSTROEM)
C  -2.150  2.974  0.112
H  -0.388  3.428  -1.184
C  -0.903  2.524  -0.631
H  -1.910  3.101  1.176
C  -3.312  2.027  -0.062
H  -3.580  1.926  -1.124
H  -3.012  1.049  0.352
H  -4.181  2.409  0.494
N  0.184  2.169  0.437
O  1.264  2.728  0.344
O  -0.113  1.441  1.359
N  -1.112  1.460  -1.500
H  -0.625  0.612  -1.255
H  -1.138  1.658  -2.569
F  -2.497  4.249  -0.382
F  2.143  0.273  -2.071

Mulliken population analysis, charges in e, atoms 1 to 2: 0.36, 0.26

# 9
Density functional theory data (ωB97M-V with the def2-TZVPD basis set) for 2 unconnected molecules or ions with the total composition C3H7F2NS at a distorted geometry.

Values from the calculation:
Electronic energy   -771.10814 Eh
Energy relative to the best compared isomer or geometry (same formula, charge and spin)   100.02 kJ/mol
HOMO   -9.56 eV
Max |F|   3.56 eV Å⁻¹
Orbital gap   9.99 eV
SMILES   [H]/N=C/CS.FCF

CARTESIAN COORDINATES (ANGSTROEM)
C  0.467  1.696  1.278
C  0.066  1.322  -0.067
C  -0.974  -2.682  -1.164
N  -0.370  0.147  -0.398
F  -1.911  -2.301  -1.996
F  -1.488  -3.551  -0.218
S  2.312  1.733  1.340
H  0.324  1.042  2.049
H  0.137  2.659  1.526
H  0.428  2.126  -0.800
H  -0.129  -3.111  -1.787
H  -0.800  -0.074  -1.363
H  -0.613  -1.760  -0.616
H  2.549  2.754  2.215

Mulliken population analysis, charges in e, atoms 1 to 2: -0.63, -0.05

# 10
Density functional theory data (ωB97M-V with the def2-TZVPD basis set) for a gas-phase ion, C3H7FN (charge +1) at a distorted geometry.

Values from the calculation:
Electronic energy   -272.75887 Eh
Energy relative to the best compared isomer or geometry (same formula, charge and spin)   141.07 kJ/mol
HOMO   -14.28 eV
Max |F|   4.74 eV Å⁻¹
Orbital gap   10.29 eV
SMILES   [NH3+][C@@H]1C[C@H]1F
Charge   +1

CARTESIAN COORDINATES (ANGSTROEM)
C  0.563  0.942  0.437
C  -0.136  -0.418  0.431
C  1.347  0.101  -0.608
N  -1.459  -0.577  -0.269
F  2.505  -0.289  -0.154
H  0.108  1.936  0.250
H  1.175  1.008  1.289
H  -0.153  -0.786  1.436
H  1.176  -0.156  -1.643
H  -1.914  -1.521  0.022
H  -1.173  -0.516  -1.216
H  -2.040  0.277  0.026

Mulliken population analysis, charges in e, atoms 1 to 2: -0.35, -0.60

# 11
Density functional theory data (ωB97M-V with the def2-TZVPD basis set) for a single C3H7FN2O molecule at a distorted geometry.

Values from the calculation:
Electronic energy   -403.03924 Eh
Energy relative to the best compared isomer or geometry (same formula, charge and spin)   184.29 kJ/mol
HOMO   -8.64 eV
Max |F|   3.29 eV Å⁻¹
Orbital gap   9.56 eV
SMILES   CO/C(CF)=N/N

CARTESIAN COORDINATES (ANGSTROEM)
C  -1.486  -0.697  1.532
C  -0.153  0.035  -0.318
C  -0.017  1.101  -1.382
H  -1.374  -1.711  1.333
H  -2.557  -0.394  1.811
H  -0.754  -0.475  2.293
H  0.361  2.067  -1.075
H  0.622  0.824  -2.265
H  2.723  -1.178  0.353
H  2.445  0.409  -0.435
N  0.768  -0.771  0.106
N  2.097  -0.655  -0.390
O  -1.349  0.102  0.313
F  -1.327  1.342  -1.877

Mulliken population analysis, charges in e, atoms 1 to 2: -0.71, 0.74

# 12
Density functional theory data (ωB97M-V with the def2-TZVPD basis set) for a single C3H7FN2O molecule at a distorted geometry.

Values from the calculation:
Electronic energy   -403.07602 Eh
Energy relative to the best compared isomer or geometry (same formula, charge and spin)   87.70 kJ/mol
HOMO   -9.65 eV
Max |F|   6.81 eV Å⁻¹
Orbital gap   10.60 eV
SMILES   C[C@H](F)C(=O)NN

CARTESIAN COORDINATES (ANGSTROEM)
C  -0.693  0.437  -0.107
C  1.909  -0.356  -0.445
C  0.883  0.582  0.250
N  -2.644  -0.677  0.231
N  -1.374  -0.272  0.738
O  -1.066  1.102  -1.109
F  0.903  0.417  1.614
H  1.638  -1.373  -0.463
H  2.838  -0.381  0.046
H  2.161  -0.078  -1.378
H  1.241  1.638  0.040
H  -3.505  -0.160  0.598
H  -2.672  -0.634  -0.760
H  -0.854  -0.849  1.456

Mulliken population analysis, charges in e, atoms 1 to 2: 0.39, -1.47

# 13
Density functional theory data (ωB97M-V with the def2-TZVPD basis set) for 2 unconnected molecules or ions with the total composition C3H7FN4 at a distorted geometry.

Values from the calculation:
Electronic energy   -437.35377 Eh
Energy relative to the best compared isomer or geometry (same formula, charge and spin)   160.28 kJ/mol
HOMO   -10.97 eV
Max |F|   3.78 eV Å⁻¹
Orbital gap   11.97 eV
SMILES   CCc1nn[nH]n1.F

CARTESIAN COORDINATES (ANGSTROEM)
C  0.184  0.556  0.237
C  -1.910  -0.291  -0.853
C  -1.025  -0.379  0.395
N  0.184  1.646  -0.549
N  1.351  2.044  -0.672
N  2.079  1.271  0.102
N  1.391  0.292  0.647
F  1.893  -2.453  1.058
H  1.560  -1.652  1.187
H  -3.016  -0.532  -0.613
H  -1.561  -1.035  -1.618
H  -1.822  0.746  -1.281
H  -0.644  -1.372  0.402
H  -1.688  -0.182  1.217
H  3.023  1.341  0.342

Mulliken population analysis, charges in e, atoms 1 to 2: 0.44, -1.02

# 14
Density functional theory data (ωB97M-V with the def2-TZVPD basis set) for a molecular structure, C3H7FO2Sr at a distorted geometry.

Values from the calculation:
Electronic energy   -399.36630 Eh
HOMO   -6.33 eV
Max |F|   4.36 eV Å⁻¹
Orbital gap   5.66 eV

CARTESIAN COORDINATES (ANGSTROEM)
Sr  0.824  0.618  -1.265
F  1.854  0.019  0.647
O  -0.959  1.537  -0.712
C  -2.079  1.090  -0.023
C  -1.903  -0.212  0.760
O  -1.548  -1.314  -0.037
C  -0.161  -1.713  -0.084
H  -2.915  0.924  -0.735
H  -2.430  1.843  0.713
H  -2.862  -0.463  1.241
H  -1.141  -0.064  1.551
H  0.722  -2.320  0.224
H  1.099  -0.923  0.958
H  -0.445  -2.728  -0.429

Mulliken population analysis, charges in e, atoms 1 to 2: 1.74, -0.62

# 15
Density functional theory data (ωB97M-V with the def2-TZVPD basis set) for 2 unconnected molecules or ions with the total composition C3H7FS3 at a distorted geometry.

Values from the calculation:
Electronic energy   -1412.85864 Eh
Energy relative to the best compared isomer or geometry (same formula, charge and spin)   116.99 kJ/mol
HOMO   -9.02 eV
Max |F|   6.01 eV Å⁻¹
Orbital gap   8.69 eV

CARTESIAN COORDINATES (ANGSTROEM)
C  -1.852  -0.816  1.638
C  -0.513  -0.524  0.895
C  1.489  0.115  -1.750
F  -0.919  0.421  0.004
S  3.098  0.843  -1.219
S  1.369  -1.433  -1.689
S  0.289  1.285  -2.354
H  -2.426  0.094  1.782
H  -1.800  -1.261  2.600
H  -2.458  -1.558  1.148
H  -0.208  -1.419  0.495
H  3.118  2.098  -1.761
H  0.073  0.087  1.614
H  0.739  2.070  -1.404

Mulliken population analysis, charges in e, atoms 1 to 2: -1.28, 0.00

# 16
Density functional theory data (ωB97M-V with the def2-TZVPD basis set) for a molecular structure, C3H7FeO2 at a distorted geometry.

Values from the calculation:
Electronic energy   -1532.54720 Eh
Energy relative to the best compared isomer or geometry (same formula, charge and spin)   42.79 kJ/mol
Multiplicity   6
HOMO (alpha / beta)   -7.73 / -8.68 eV
Max |F|   2.47 eV Å⁻¹
Orbital gap (alpha / beta)   8.09 / 7.51 eV

CARTESIAN COORDINATES (ANGSTROEM)
O  -2.907  -1.023  0.321
C  -3.773  0.008  -0.083
H  -3.443  0.995  0.284
H  -3.860  0.064  -1.182
H  -4.769  -0.195  0.333
H  -2.022  -0.668  0.674
C  -0.690  -0.878  -2.554
C  -0.459  -0.377  -1.317
O  0.241  -0.994  -0.364
Fe  1.855  -1.888  -0.563
H  -0.594  -1.947  -2.766
H  -1.070  -0.219  -3.335
H  -0.683  0.683  -1.118

Mulliken population analysis, charges in e, atoms 1 to 2: -0.48, -0.54

# 17
Density functional theory data (ωB97M-V with the def2-TZVPD basis set) for 2 unconnected molecules or ions with the total composition C3H7IN3 at a distorted geometry.

Values from the calculation:
Electronic energy   -580.20907 Eh
Energy relative to the best compared isomer or geometry (same formula, charge and spin)   0.00 kJ/mol
HOMO   -14.17 eV
Max |F|   6.54 eV Å⁻¹
Orbital gap   10.24 eV
Charge   +1

CARTESIAN COORDINATES (ANGSTROEM)
C  1.810  -0.165  -0.057
C  -2.364  -0.027  0.256
C  3.164  0.156  -0.441
N  0.670  -0.099  0.117
N  -1.693  -1.179  0.261
N  -1.718  1.088  0.540
I  -4.500  -0.010  0.243
H  3.193  0.398  -1.558
H  3.724  -0.770  -0.552
H  3.436  0.900  0.146
H  -1.993  -1.958  -0.250
H  -0.717  -1.200  0.365
H  -2.262  1.920  0.513
H  -0.751  0.948  0.419

Mulliken population analysis, charges in e, atoms 1 to 2: 0.42, 0.27

# 18
Density functional theory data (ωB97M-V with the def2-TZVPD basis set) for a gas-phase ion, C3H7INO (charge +1) at a distorted geometry.

Values from the calculation:
Electronic energy   -545.88880 Eh
Energy relative to the best compared isomer or geometry (same formula, charge and spin)   97.21 kJ/mol
HOMO   -14.20 eV
Max |F|   5.21 eV Å⁻¹
Orbital gap   9.70 eV
SMILES   C[NH2+][C@@H](I)C=O
Charge   +1

CARTESIAN COORDINATES (ANGSTROEM)
C  0.586  1.612  0.438
C  -1.438  -0.766  -0.122
C  0.820  -0.050  0.449
N  -0.025  -0.565  -0.575
O  -0.048  2.074  -0.449
I  2.925  -0.297  -0.060
H  1.028  2.199  1.204
H  -2.101  -1.078  -0.809
H  -1.243  -1.507  0.671
H  -1.643  0.199  0.313
H  0.745  -0.542  1.465
H  -0.010  0.065  -1.390
H  0.405  -1.343  -1.134

Mulliken population analysis, charges in e, atoms 1 to 2: 0.07, -0.72